No. 1
Density functional theory data (ωB97M-V/def2-TZVPD) for C21H29AsBr2N3OV as an isolated structure.

Structure (XYZ):
```
58
C21H29AsBr2N3OV (ωB97M-V/def2-TZVPD)
H -3.04106 1.23589 4.28252
C -2.86054 1.21978 3.21740
H 3.83886 2.15159 2.70637
H -0.11051 -2.79936 -6.61412
H 1.91823 2.59041 4.10103
C 3.10519 1.15703 0.91498
H 0.04819 4.15286 -0.14677
C -3.44715 2.14889 2.36856
H 2.50411 0.19676 3.53659
H -0.16065 -6.15930 -3.96230
H -3.89033 1.75069 -1.69879
H -0.49337 2.64256 1.76980
C -0.78665 -1.97811 -2.11089
H 1.36580 1.49524 5.36211
H 0.82514 -0.25576 3.68865
H 1.28834 -3.92608 -0.49618
H 0.02527 2.49202 -0.74484
C -2.02341 0.26622 2.67559
H -2.36327 2.43299 -2.26723
H -4.09136 2.92272 2.76349
C 1.48488 0.56925 3.41422
C -0.45600 -4.24306 -3.05053
O -0.61516 -2.46850 -0.90517
C 2.01898 -3.36439 0.06968
H 0.07504 -5.23612 -6.23867
C -0.43982 -2.35212 -4.54858
H -3.65376 2.76664 0.32123
H 3.61448 0.20817 1.08905
C -0.55982 -2.87023 -3.26005
H -0.57736 -4.64076 -2.05178
H 3.09261 1.30878 -0.16610
N -1.15080 -0.73361 -2.31524
C -3.20396 2.06662 1.01083
N -1.30093 -0.14207 -1.07583
C -2.87219 1.50398 -1.99771
H 3.34087 3.26072 1.42637
C 3.81737 2.30057 1.62587
C 0.52189 2.67931 1.37141
C -2.37239 1.06362 0.52786
Br 2.45127 -1.78600 -0.93057
As 1.25502 0.87297 1.47843
Br 1.17824 -2.92562 1.77116
H 4.85108 2.37218 1.28682
C 0.53716 3.18108 -0.07023
V -0.31591 -1.03681 0.42145
C -0.20820 -3.20215 -5.61498
C -0.23045 -5.09182 -4.12354
H 2.92658 -3.90775 0.29672
H -1.52949 -0.46180 3.30697
H 0.21472 2.15207 4.20197
H -0.52650 -1.28491 -4.69914
C -2.13658 0.81279 -0.90190
H 1.09582 3.33825 2.02147
C -0.10284 -4.57198 -5.40310
N -1.76194 0.18665 1.36339
H 1.55776 3.29993 -0.43718
H -2.90176 0.86660 -2.87665
C 1.23127 1.77248 4.31606
```

Properties
Energy relative to the best compared isomer or geometry (same formula, charge and spin) in kJ/mol: 38.3
Spin multiplicity: 2
HOMO-LUMO gap (spin up / spin down) in Eh: 0.269 / 0.231
Maximum force in eV/A: 1.0
E in eV: -255371.320
Molecular weight in g/mol: 625.2
Total charge: +1
Expectation value of S²: 0.842


No. 2
Density functional theory data (ωB97M-V/def2-TZVPD) for C24H20F6IN3O3ReS as an isolated structure in a non-equilibrium geometry.

Structure (XYZ):
```
59
C24H20F6IN3O3ReS (ωB97M-V/def2-TZVPD)
C 6.56613 -0.06494 -0.80743
H -3.45827 -3.02124 -1.20703
C -1.53547 1.60326 -0.38983
H 6.00473 -1.26334 -2.40973
H 2.24563 2.81666 -2.79863
H 6.89253 -2.44244 0.12927
C -2.96647 2.17106 -0.39713
C 5.37193 -0.17434 0.16277
Re -4.01717 -0.65674 0.02037
H -3.26947 -3.28574 0.53557
C -6.10107 -0.68974 2.46107
C -1.19367 0.23386 -0.29253
H 3.48883 3.82676 -1.95313
C 0.22043 -0.07084 -0.34183
C -8.90807 -0.53124 2.65657
H 4.24073 -2.90874 -1.29143
C -0.53477 2.53846 -0.51733
H 6.52623 -3.41634 -1.29753
H 2.20133 3.58306 0.21837
C 2.55423 0.60486 -0.49033
C 0.66073 -1.39564 -0.23103
C -8.11907 -0.62314 3.80987
O -3.91117 1.31306 -0.33013
N 4.35253 -1.02624 -0.41013
H -0.82837 3.58006 -0.55883
F -10.22327 -0.48554 2.74697
C -6.90887 -0.54754 1.33407
C 2.45893 3.50956 -1.99863
I -5.78417 -3.78524 -0.16733
F -9.00717 -0.40414 0.29017
H 0.47463 4.45466 -2.21853
H 6.45993 0.78916 -1.47613
N 6.66083 -1.31324 -1.61863
H 4.98313 0.81866 0.37787
H 4.60083 -2.97144 0.44147
C 6.29323 -2.48234 -0.78253
C 1.69903 3.34576 -0.71283
F -6.26267 -0.49804 0.11127
H -0.06367 -2.18654 -0.11213
O -2.01067 -0.74314 -0.13613
H 5.70793 -0.59574 1.11817
C 1.19353 0.94616 -0.47753
N 0.76583 2.25346 -0.57923
F -5.98797 -0.83354 4.79947
H 7.49113 0.06546 -0.24133
H 7.60693 -1.41324 -2.00713
F -8.69217 -0.63734 4.99847
C 1.38153 4.48406 -1.63543
C 4.79053 -2.41714 -0.48593
C 1.99333 -1.69644 -0.23453
F 2.31723 -2.99444 -0.08333
S -4.36497 -0.90374 2.35017
C -8.29127 -0.48824 1.39947
C -3.87277 -2.78804 -0.22363
O -3.09807 3.36756 -0.47343
H 1.65773 5.47686 -1.31603
H 3.27533 1.39616 -0.60593
C -6.73167 -0.71314 3.71017
C 3.00463 -0.70964 -0.36103
```

Properties
Energy relative to the best compared isomer or geometry (same formula, charge and spin) in kJ/mol: 136.1
Spin multiplicity: 2
HOMO-LUMO gap (spin up / spin down) in Eh: 0.228 / 0.256
Maximum force in eV/A: 4.5
E in eV: -73178.847
Molecular weight in g/mol: 857.6
Total charge: +2
Expectation value of S²: 0.811


No. 3
Density functional theory data (ωB97M-V/def2-TZVPD) for a 4-piece molecular cluster, C21H47Br2O16PS2 overall.

Structure (XYZ):
```
89
C21H47Br2O16PS2 (ωB97M-V/def2-TZVPD)
Br -3.78752 8.61216 0.78881
H -2.19589 1.98639 3.45677
H -5.92777 1.83551 6.34437
H 4.42036 -1.05449 -0.98227
H -6.56808 -2.85031 4.71458
O -6.54545 0.49786 4.98945
H -4.92180 6.46383 -1.53562
H 3.06753 -4.34189 -2.62054
O 7.07206 -6.48062 -3.63769
H 5.53380 0.10658 -2.60141
O 0.71409 1.93816 -1.09805
H -6.19262 -2.37498 7.89434
H 4.88197 -7.78420 -5.76235
H 1.59790 3.49585 -0.07373
O 2.85668 0.43093 0.49873
H -7.28728 -1.80844 5.96702
C -4.48245 5.90849 -0.70711
C -2.63430 7.10014 0.65050
H 3.36221 -6.62544 -2.24600
C 3.69639 -3.20848 -5.07197
H 4.61217 0.70086 -3.99991
C -6.32629 -0.75757 4.36769
O -0.60167 8.73368 -0.16140
H 0.95948 2.18801 0.94393
H -5.37745 -0.77647 3.82743
H -3.74355 3.56367 -2.14891
C 2.84689 1.76556 0.01824
C -2.86621 1.15819 3.19899
C -5.47562 1.03951 5.74866
H 0.06348 8.51876 -0.82215
H 6.43645 -8.43199 -3.90386
H -2.27175 0.33266 2.80930
H 3.01927 -3.68644 -5.78961
H 7.17520 -7.65801 -5.32656
H -3.56431 1.49532 2.42969
H -5.00042 6.17506 0.21336
H -4.83686 2.28838 4.13011
C -5.43344 -2.82844 7.24594
H -1.17957 1.69532 -1.76478
H -3.34144 7.82029 -2.25114
C 3.42997 -0.96360 -1.44555
H 3.31253 1.83928 -0.96715
H 2.25746 -1.45975 0.23984
Br -0.95360 8.64070 2.77026
C 4.65629 -0.07163 -3.23429
H 1.46465 -0.31807 -0.85803
C -2.95434 6.25593 -0.60965
C -4.38268 1.66777 4.91285
C 1.47715 2.40575 0.00204
O -2.91193 6.12386 1.69032
C 5.15028 -7.08851 -4.96441
O -4.40491 4.25966 -2.26327
O 4.32440 -4.15993 -4.24470
H -5.74259 -3.85457 7.01212
H -7.13772 -0.85876 3.64365
H 4.47819 -2.68526 -5.61961
S -2.37994 4.67633 1.24455
C -6.41801 -1.93787 5.30958
H 4.77218 -1.04816 -3.71491
C -0.66922 2.10488 -0.89347
H -4.48504 -2.86014 7.77872
H 2.51534 -5.15488 -4.10508
O -5.23747 -2.06702 6.07901
C 6.51884 -7.49011 -4.46077
O -3.42866 3.75684 1.47618
H 8.92319 -7.37728 -3.33349
C 2.41574 -0.58184 -0.39027
P -0.75601 7.50488 0.89727
C 3.39705 -4.92216 -3.49478
C 8.07155 -6.97012 -2.77534
H -1.00711 1.56772 0.00131
O 4.11757 -7.21952 -4.00091
H 8.41611 -6.13549 -2.16797
H -3.77854 2.31976 5.56069
H 3.15375 -1.94489 -1.85875
H 5.18191 -6.08050 -5.38348
H 4.99431 -6.00789 -2.55028
O -4.72380 4.54544 -0.89174
H 7.67930 -7.75357 -2.11637
H 3.45709 2.32601 0.72983
O 3.46313 -0.00594 -2.48808
O -1.08720 4.39367 1.74915
C 4.02404 -6.21015 -3.00887
S -2.33685 6.94054 -2.16960
H -0.92301 3.16361 -0.78837
O -3.55414 0.67777 4.33462
O -2.20478 5.05920 -0.31534
H 3.12468 -2.48307 -4.48037
H -5.05336 0.29766 6.43005
```

Properties
HOMO-LUMO gap in Eh: 0.331
Maximum force in eV/A: 0.5
E in eV: -226335.119
Molecular weight in g/mol: 810.5
Structure (SMILES): O=S1(=O)O[C@@](Br)(P(O)Br)[C@](S)(COO)O1.COCCOCCOC.COCCOCCOC.COCCOCCOC


No. 4
Density functional theory data (ωB97M-V/def2-TZVPD) for one molecule with the formula C4H9N3O in a non-equilibrium geometry.

Structure (XYZ):
```
17
C4H9N3O (ωB97M-V/def2-TZVPD)
C -0.66105 -1.52472 -1.43062
H 1.13384 -1.02711 2.40031
N 1.54650 1.34476 1.31381
C -0.26483 0.72761 -0.15488
C -1.26892 -0.26007 -0.68282
H -0.25544 -1.37166 1.47330
H 0.37479 -1.66504 -1.29215
H -1.11791 -2.48979 -1.20189
H 2.10912 0.97605 2.06018
H -1.78098 0.26801 -1.44172
H 1.11693 2.54580 0.24357
N 0.67986 -0.91710 1.50442
C 0.73875 0.40363 0.98752
N -0.12986 1.82750 -0.92455
H -2.02255 -0.48833 0.10385
O 0.49448 2.88931 -0.48039
H -0.69273 -1.23885 -2.47793
```

Properties
Energy relative to the best compared isomer or geometry (same formula, charge and spin) in kJ/mol: 290.8
HOMO-LUMO gap in Eh: 0.353
Maximum force in eV/A: 4.3
E in eV: -10809.447
Molecular weight in g/mol: 115.1
Structure (SMILES): [H]/N=C(N)/C(CC)=N\O


No. 5
Density functional theory data (ωB97M-V/def2-TZVPD) for one molecule with the formula C20H20N4O4S in a non-equilibrium geometry.

Structure (XYZ):
```
49
C20H20N4O4S (ωB97M-V/def2-TZVPD)
N 1.97034 -1.19120 1.02546
H 0.79108 -2.34153 -2.88457
C 2.00269 1.89698 -3.09902
H 4.42558 1.04572 -0.88046
C 0.32783 -2.80471 2.50744
C -6.00645 1.27559 1.38805
H 5.93573 2.03118 -2.39918
O -3.72372 1.07601 -0.01667
O 4.10924 2.88875 -2.88959
C 0.70013 -2.23663 -1.79755
H -2.54536 0.46334 -1.61432
C 5.37902 2.96567 -2.28287
O 0.35353 -0.91391 -1.44698
H -0.34130 -3.13735 3.29458
N 4.05480 -1.21997 0.36804
C -3.23283 0.30449 1.00216
C 2.86758 -0.75060 0.08022
C 2.73715 -1.94480 1.88122
H -1.27467 -0.00072 0.18146
H 5.90310 3.76696 -2.80117
C -2.29688 -1.31523 3.09617
H 0.38288 -3.57478 1.73198
H -1.95591 -1.91130 3.92789
H -4.23810 -1.01242 3.94277
C -3.57559 -0.80248 3.11813
H 0.12298 0.89228 -3.26465
N 0.70205 -0.78663 1.18979
C 1.32400 0.03206 -1.73262
C -1.45926 -1.01216 2.02786
C 2.53819 0.10613 -1.04354
H 5.30058 3.21180 -1.21960
C 3.49524 1.04652 -1.42381
H -3.47378 1.97736 -1.77840
H -1.99622 1.94176 -0.78132
S 2.00008 -2.67016 3.27042
C -2.87352 1.37160 -1.10083
N 3.98039 -1.94857 1.49039
C -4.07676 0.00176 2.09410
C -1.94542 -0.19960 0.99951
H -0.11141 -2.86847 -1.43851
C -0.09252 -1.49555 1.90015
H -6.11519 0.83357 0.39611
H 1.80480 2.60793 -3.88497
C 1.07028 0.94558 -2.74980
C 3.24080 1.94160 -2.45220
H -6.99184 1.44344 1.82237
O -5.35848 0.39750 2.28307
H 1.64325 -2.55379 -1.34031
H -5.47810 2.22695 1.30364
```

Properties
Energy relative to the best compared isomer or geometry (same formula, charge and spin) in kJ/mol: 373.3
HOMO-LUMO gap in Eh: 0.301
Maximum force in eV/A: 1.5
E in eV: -46047.254
Molecular weight in g/mol: 412.5
Structure (SMILES): COc1ccc(OC)c(-c2nnc3n2N=C(c2ccc(OC)c(OC)c2)CS3)c1


No. 6
Density functional theory data (ωB97M-V/def2-TZVPD) for a 2-piece molecular cluster, C2H11N2 overall in a non-equilibrium geometry.

Structure (XYZ):
```
15
C2H11N2 (ωB97M-V/def2-TZVPD)
H -3.14292 0.32835 0.09149
N -2.24037 0.30895 -0.42918
H -0.57965 -0.13150 0.60786
C 0.94950 1.06126 -0.27951
H 0.66748 0.28108 1.60139
H 0.99233 0.71513 -1.31549
H 0.32747 1.94795 -0.28526
H -2.22791 -0.60687 -0.90254
H -2.02477 1.16142 -0.96356
N 0.45163 -0.00689 0.63884
H 2.12075 -1.24823 0.68136
H 1.07120 -1.49818 -0.70012
H 1.99195 1.21270 -0.00089
C 1.08644 -1.36123 0.37669
H 0.55688 -2.16394 0.87891
```

Properties
Energy relative to the best compared isomer or geometry (same formula, charge and spin) in kJ/mol: 0.3
Spin multiplicity: 2
HOMO-LUMO gap (spin up / spin down) in Eh: 0.516 / 0.273
Maximum force in eV/A: 3.1
E in eV: -5211.233
Molecular weight in g/mol: 63.1
Total charge: +2
Expectation value of S²: 0.754


No. 7
Density functional theory data (ωB97M-V/def2-TZVPD) for C32H27BrIrN4O4 as an isolated structure in a non-equilibrium geometry.

Structure (XYZ):
```
69
C32H27BrIrN4O4 (ωB97M-V/def2-TZVPD)
H -6.24465 -0.45277 -1.51803
C -0.45433 2.48985 -1.99417
N 0.96058 -1.60226 0.98672
C -2.48833 -4.75364 -1.19272
H -2.76420 -5.41041 -2.00974
C -4.96597 0.63951 -2.85510
N 0.66534 -2.08884 2.27082
C -1.16174 0.54805 4.30922
N -0.49183 1.89281 -0.69298
H 2.17475 -3.10758 -3.37601
H -1.75838 -4.79411 2.10746
H 0.64539 0.44590 -5.14587
C 0.72313 0.46885 -3.00082
H 1.19906 2.32866 -4.90475
C -0.08039 3.92661 -4.31935
C -0.31446 0.09143 3.16972
C 0.86537 -0.32558 -1.83604
C 1.89317 0.85693 2.02700
H 1.54682 -1.80500 -5.41587
C 1.41706 -1.38968 -4.42454
H -2.53459 -2.99635 -2.41872
C 0.04254 -1.41483 3.31478
C 1.04059 0.76465 3.20325
C 1.73058 -2.12296 -3.29208
C 1.54749 1.15551 4.43778
C -2.60390 0.27580 -2.51717
H -2.34507 -6.34605 0.25394
C 0.80083 1.22695 5.59638
C -1.10888 3.69856 -2.17985
H 1.06557 -2.97786 2.52352
H -1.55929 -2.39635 1.68443
O 3.11771 0.78631 2.06498
C -5.22193 -0.24332 -1.81014
C 0.28512 1.89717 -3.01559
C -3.64666 0.88315 -3.20505
O -1.03972 0.29983 1.91252
H 0.94784 -2.39491 0.35684
H -1.92332 -0.08577 1.98837
Ir -0.12802 -0.07532 -0.12293
H 0.12090 4.50035 -5.21505
H -1.58725 0.44251 -2.82205
H -5.77869 1.11893 -3.38614
C -0.58120 0.98763 5.44266
Br -1.72059 1.40668 6.92365
H -1.21641 2.30927 -0.11479
C -0.94863 4.41405 -3.35278
N -1.80792 -1.14194 -0.67286
H 1.88414 -1.16598 0.97232
C -1.98610 -2.51249 -0.40039
C -2.25268 -5.28230 0.07431
H -3.41578 1.54366 -4.03391
H 1.21920 1.53900 6.53995
H -1.46221 5.35652 -3.48994
C -2.36218 -3.39624 -1.42688
C -1.78840 -3.05367 0.86526
O -0.09097 -2.02369 4.35337
C 1.42644 -1.60284 -2.04852
H -1.72135 4.09395 -1.37712
C 0.92382 -0.11271 -4.26204
C -4.18481 -0.84900 -1.12317
C -2.84076 -0.58435 -1.44633
O 1.27201 1.06623 0.85619
C -1.91068 -4.41874 1.10198
H -2.23543 0.42963 4.22484
H -4.40187 -1.52860 -0.30744
H 1.64766 -2.23421 -1.20228
H 0.40867 2.10274 -0.21256
H 2.58541 1.46834 4.45052
C 0.52216 2.69211 -4.14426
```

Properties
Energy relative to the best compared isomer or geometry (same formula, charge and spin) in kJ/mol: 0.0
HOMO-LUMO gap in Eh: 0.220
Maximum force in eV/A: 2.5
E in eV: -120654.650
Molecular weight in g/mol: 803.7
Total charge: -1


No. 8
Density functional theory data (ωB97M-V/def2-TZVPD) for a 2-piece molecular cluster, C3H7NO2Se overall in a non-equilibrium geometry.

Structure (XYZ):
```
14
C3H7NO2Se (ωB97M-V/def2-TZVPD)
O -0.45856 1.77515 0.14729
H 1.78180 0.97595 0.07330
H 0.66232 0.00005 -2.07453
N -0.37778 -0.43757 1.56301
Se 1.91825 -0.46333 0.05197
C -1.33693 0.78679 -0.28183
C -1.26643 -0.37659 0.52800
H -0.61172 2.54549 -0.41321
H -0.42271 -1.22732 2.18772
H -0.13507 0.44679 1.98555
O -2.08483 0.99699 -1.21795
C 0.74415 -0.75559 -1.31032
H -1.85344 -1.23687 0.27645
H 0.67490 -1.77619 -1.64617
```

Properties
Energy relative to the best compared isomer or geometry (same formula, charge and spin) in kJ/mol: 197.0
HOMO-LUMO gap (spin up / spin down) in Eh: 0.281 / 0.269
Maximum force in eV/A: 1.3
E in eV: -74153.036
Molecular weight in g/mol: 168.1


No. 9
Density functional theory data (ωB97M-V/def2-TZVPD) for one molecule with the formula C4H6O2 in a non-equilibrium geometry.

Structure (XYZ):
```
12
C4H6O2 (ωB97M-V/def2-TZVPD)
C 1.89658 0.29587 0.11259
C -0.44822 -0.66928 0.26528
H 0.21220 1.12385 -0.82436
H -2.43463 -1.31284 0.00577
O 2.44824 1.38374 0.21245
H -1.56247 -1.04449 -1.52082
O -0.13960 -1.60272 0.97944
C -1.73575 -0.65621 -0.50991
C 0.44358 0.52438 0.06855
H 2.57639 -0.55787 0.16900
H -2.14921 0.35246 -0.62389
H 0.79913 1.48766 0.79686
```

Properties
Energy relative to the best compared isomer or geometry (same formula, charge and spin) in kJ/mol: 241.6
HOMO-LUMO gap in Eh: 0.382
Maximum force in eV/A: 3.9
E in eV: -8337.958
Molecular weight in g/mol: 86.1
Structure (SMILES): CC(=O)CC=O